Record 1
# C11H14As2F6NO10S3Ta

A structure of composition C11H14As2F6NO10S3Ta at a distorted geometry (the ωB97M-V functional and the def2-TZVPD basis, the Open Molecules 2025 dataset).

HOMO in eV: -16.532
Frontier orbital gap in eV: 7.796
Total charge: +2
Energy relative to the best compared isomer or geometry (same formula, charge and spin) in kJ/mol: 240.4
Largest force on an atom in hartree/bohr: 0.123

Each line ends with the Löwdin charge.
Positions of all 48 atoms, in Å:
Ta -0.50 0.37 0.64  1.381
O 3.49 0.69 -0.92  -0.180
As 1.81 0.20 -1.02  0.990
O 1.82 -1.39 -1.31  -0.405
O 1.27 0.35 0.64  -0.467
C 1.35 1.27 -2.62  -0.203
C 2.28 1.22 -3.65  -0.022
C 1.92 1.80 -4.87  0.010
C 0.68 2.39 -5.05  0.000
C -0.24 2.45 -4.01  0.006
C 0.12 1.88 -2.80  -0.273
S -0.96 1.74 -1.44  0.644
O -2.24 2.29 -1.58  -0.136
O -0.18 2.14 -0.24  -0.368
O -0.94 0.21 -1.23  -0.450
H 4.04 0.15 -0.35  0.082
H 3.23 0.75 -3.50  0.130
H 2.62 1.76 -5.69  0.136
H 0.41 2.81 -6.01  0.135
H -1.20 2.93 -4.13  0.140
F -1.59 3.54 3.33  0.267
C -1.39 2.85 2.28  -0.640
F -1.74 3.54 1.21  0.202
F -0.06 2.52 2.16  0.081
S -2.23 1.16 2.17  0.705
O -2.32 0.95 0.72  -0.338
O -3.37 1.04 2.96  -0.102
N -1.05 0.12 2.48  -0.417
S -0.66 0.03 4.14  0.736
O -1.22 -1.13 4.69  -0.160
O -0.89 1.36 4.58  -0.202
C 1.19 -0.27 3.95  -0.658
F 1.84 -0.62 5.00  0.262
F 1.26 -1.25 3.03  0.095
F 1.71 0.82 3.41  0.165
C 0.86 -3.44 0.96  -0.188
As -0.44 -2.08 0.36  1.098
C -0.68 -2.92 -1.42  -0.207
C -2.05 -2.87 1.19  -0.231
H 0.47 -4.40 0.63  0.058
H 0.99 -3.46 2.04  0.034
H 1.81 -3.24 0.46  0.040
H -1.06 -3.93 -1.28  0.054
H 0.29 -2.95 -1.90  0.028
H -1.37 -2.35 -2.04  0.042
H -2.10 -3.93 0.99  0.053
H -2.95 -2.40 0.78  0.045
H -2.04 -2.71 2.27  0.029

Record 2
# C11H14BN10Y

A structure of composition C11H14BN10Y (the ωB97M-V functional and the def2-TZVPD basis, the Open Molecules 2025 dataset).

HOMO in eV: -15.254
Frontier orbital gap in eV: 8.834
Total charge: +2
Energy relative to the best compared isomer or geometry (same formula, charge and spin) in kJ/mol: 0.0
Largest force on an atom in hartree/bohr: 0.006

Each line ends with the Löwdin charge.
Positions of all 37 atoms, in Å:
Y -0.01 0.02 0.14  1.699
C -3.46 1.51 -2.42  -0.009
C -2.28 0.79 -2.36  -0.109
N -1.78 0.80 -1.11  -0.122
N -2.65 1.54 -0.35  -0.036
C -3.65 1.96 -1.12  -0.022
B -2.47 1.82 1.16  -0.489
N -1.14 2.59 1.40  -0.029
C -0.98 3.80 1.93  -0.020
C 0.37 4.12 1.95  -0.010
C 1.00 3.02 1.40  -0.106
N 0.09 2.09 1.06  -0.116
N -2.45 0.48 1.96  -0.029
C -3.30 0.09 2.90  -0.021
C -2.95 -1.19 3.33  -0.012
C -1.84 -1.51 2.58  -0.112
N -1.53 -0.50 1.74  -0.114
H -4.09 1.68 -3.27  0.119
H -1.77 0.27 -3.15  0.121
H -4.44 2.56 -0.70  0.142
H -3.37 2.49 1.55  0.132
H -1.84 4.36 2.27  0.143
H 0.83 5.02 2.32  0.118
H 2.05 2.85 1.21  0.121
H -4.10 0.73 3.21  0.143
H -3.44 -1.79 4.08  0.118
H -1.25 -2.42 2.58  0.119
N 2.52 -1.06 4.82  0.219
C 3.50 -1.57 4.08  -0.441
N 4.58 -2.08 4.65  0.225
N 3.48 -1.59 2.74  0.164
C 2.57 -1.20 1.97  -0.306
N 1.81 -0.89 1.11  -0.017
H 2.57 -1.05 5.83  0.136
H 1.72 -0.63 4.39  0.118
H 4.71 -2.10 5.65  0.140
H 5.30 -2.46 4.06  0.143

Record 3
# C11H14BN7SSn

A structure of composition C11H14BN7SSn at a distorted geometry (the ωB97M-V functional and the def2-TZVPD basis, the Open Molecules 2025 dataset).

HOMO (spin up / spin down) in eV: -15.247 / -15.481
Frontier orbital gap (spin up / spin down) in eV: 4.683 / 5.110
Total charge: +2
Energy relative to the best compared isomer or geometry (same formula, charge and spin) in kJ/mol: 492.3
Largest force on an atom in hartree/bohr: 0.088

Each line ends with the Löwdin charge.
Positions of all 35 atoms, in Å:
C 3.13 -0.50 0.75  -0.106
N 1.85 -0.46 0.35  -0.013
N 1.83 0.12 -0.92  0.010
C 3.11 0.29 -1.35  0.042
C 3.97 -0.06 -0.30  0.043
B 0.47 0.31 -1.69  -0.424
N -0.39 -0.96 -1.31  -0.026
N -0.69 -1.45 -0.03  -0.066
C -1.66 -2.39 -0.22  -0.147
C -1.81 -2.66 -1.59  -0.017
C -0.99 -1.75 -2.24  -0.036
Sn 0.23 -1.98 2.39  1.189
N -0.31 1.70 -1.56  0.025
N -1.11 1.90 -0.46  0.152
C -1.44 3.19 -0.42  -0.054
C -1.04 3.82 -1.62  0.108
C -0.33 2.84 -2.32  0.073
H -1.93 3.64 0.44  0.135
H 0.15 2.88 -3.29  0.156
H -1.24 4.83 -1.91  0.137
H 0.72 0.26 -2.87  0.122
H -0.81 -1.54 -3.28  0.136
H 3.31 0.58 -2.37  0.154
H -2.46 -3.39 -2.04  0.114
H 5.04 -0.02 -0.27  0.125
H -2.24 -2.79 0.60  0.093
H 3.37 -0.85 1.75  0.124
H -1.75 -0.72 1.99  -0.007
C -2.03 -1.45 2.78  -0.184
H -2.90 -1.97 2.37  0.078
H -1.35 -2.34 3.17  -0.056
H -2.27 -0.85 3.67  0.085
S 0.35 0.49 2.44  0.641
C 0.55 0.57 4.09  -0.760
N 0.68 0.73 5.26  0.151

Record 4
# C11H14ClHfI2NOP

A structure of composition C11H14ClHfI2NOP at a distorted geometry (the ωB97M-V functional and the def2-TZVPD basis, the Open Molecules 2025 dataset).

HOMO in eV: -17.967
Frontier orbital gap in eV: 5.449
Total charge: +3
Largest force on an atom in hartree/bohr: 0.087

Each line ends with the Löwdin charge.
Positions of all 32 atoms, in Å:
I 1.90 -3.97 -2.49  0.440
I -0.78 -3.88 -1.75  0.429
Hf 0.29 -1.16 -0.74  0.908
P -0.05 0.37 -3.14  0.744
C -1.61 0.61 -4.07  -0.223
C 0.80 1.93 -3.58  -0.196
H 1.84 -0.91 -3.87  0.030
H 0.73 -0.31 -5.17  0.077
H 0.27 -1.76 -4.21  0.017
C 0.80 -0.80 -4.19  -0.304
H 1.84 1.91 -3.22  0.058
H 0.79 1.94 -4.68  0.082
H -1.29 0.86 -5.10  0.087
H -2.22 1.44 -3.70  0.080
H 0.26 2.81 -3.21  0.078
H -2.19 -0.32 -4.12  0.067
C -1.77 -0.43 -1.04  -0.223
O -2.84 -0.09 -1.22  0.222
Cl 2.50 -0.31 -0.94  0.096
N 0.17 0.03 0.93  -0.048
C 0.09 0.40 2.06  0.061
C 0.08 0.36 3.51  -0.184
C -1.11 0.41 4.28  0.006
C -1.17 0.22 5.69  -0.001
C 0.02 -0.02 6.40  0.011
C 1.23 -0.07 5.70  -0.004
C 1.24 0.13 4.29  0.012
H -2.05 0.61 3.77  0.120
H -2.14 0.27 6.24  0.143
H -0.01 -0.15 7.50  0.146
H 2.18 -0.24 6.28  0.147
H 2.21 0.11 3.81  0.121

no.,energy (eV)
1,-205617.80468
2,-28245.67043
3,-39386.34727
4,-54463.09755